A | The following is a quantum chemistry calculation of a 4-piece molecular cluster, CH10N2O4 overall, from the OMol25 dataset.

The geometry in ORCA input format:
```
! RIJCOSX wB97M-V def2-TZVPD def2/J DEFGRID3
* xyz 0 1
N -3.326 -4.721 3.663
C -3.717 -5.131 2.435
N -2.778 -5.603 1.576
O -4.882 -5.011 2.055
H -2.342 -4.627 3.929
H -4.019 -4.309 4.277
H -2.152 -6.140 2.130
H -3.187 -6.253 0.892
O -5.557 -9.799 -0.018
H -6.051 -8.990 0.031
H -6.140 -10.505 0.148
O -4.749 -8.034 2.645
H -4.448 -7.998 1.754
H -5.112 -7.203 2.782
O -3.302 -8.464 0.089
H -2.992 -9.261 0.659
H -4.105 -8.934 -0.221
*
```

Summary:
frontier orbital gap: 10.36 eV
highest occupied orbital energy: -0.3622 hartree
SMILES: NC(N)=O.O.O.O

These are the Löwdin partial charges, in e, on atoms 1 to 5: atom 1 (N): 0.16, atom 2 (C): -0.71, atom 3 (N): 0.15, atom 4 (O): 0.00, atom 5 (H): 0.11


B | The following is a quantum chemistry calculation of a 4-piece molecular cluster, CH10N2O4 overall, from the OMol25 dataset.

The geometry in ORCA input format:
```
! RIJCOSX wB97M-V def2-TZVPD def2/J DEFGRID3
* xyz 0 1
N -0.008 1.362 2.174
C -0.908 0.409 1.786
N -2.213 0.604 2.166
O -0.536 -0.611 1.234
H -0.280 2.134 2.757
H 0.944 1.049 2.287
H -2.784 -0.222 2.185
H -2.434 1.326 2.825
O 1.028 0.009 -2.779
H 0.468 -0.784 -2.769
H 1.686 -0.276 -3.428
O 1.989 -0.943 2.585
H 1.252 -1.553 2.442
H 2.375 -1.153 3.447
O 0.064 -0.600 -5.817
H -0.006 -0.062 -6.614
H -0.227 0.000 -5.118
*
```

Summary:
frontier orbital gap: 10.64 eV
highest occupied orbital energy: -0.3639 hartree
SMILES: NC(N)=O.O.O.O

These are the Löwdin partial charges, in e, on atoms 1 to 5: atom 1 (N): 0.15, atom 2 (C): -0.67, atom 3 (N): 0.14, atom 4 (O): 0.02, atom 5 (H): 0.09


Which one is most stable, and which one is least stable? B is the most stable of them, while A is the least stable.


A | The following is a quantum chemistry calculation of a 2-piece molecular cluster, C3H7O3 overall, from the OMol25 dataset.

The geometry in ORCA input format:
```
! RIJCOSX wB97M-V def2-TZVPD def2/J DEFGRID3
* xyz -1 1
C 0.606 0.133 -2.020
O 1.028 -1.185 -1.453
H 0.361 -1.251 -0.479
H -0.170 0.019 -2.745
H 1.592 0.350 -2.295
H 0.154 0.961 -1.419
C -0.204 0.672 1.505
C -0.991 -0.659 1.314
O -0.536 -1.575 0.554
O -2.172 -0.703 1.944
H 0.929 0.715 1.727
H -0.128 1.050 2.597
H -0.470 1.472 0.769
*
```

Summary:
frontier orbital gap: 8.71 eV
highest occupied orbital energy: -0.1701 hartree

These are the Löwdin partial charges, in e, on atoms 1 to 5: atom 1 (C): -0.19, atom 2 (O): -0.29, atom 3 (H): 0.07, atom 4 (H): 0.04, atom 5 (H): 0.03


B | The following is a quantum chemistry calculation of a 2-piece molecular cluster, C3H7O3 overall, from the OMol25 dataset.

The geometry in ORCA input format:
```
! RIJCOSX wB97M-V def2-TZVPD def2/J DEFGRID3
* xyz -1 1
O 0.482 -0.376 1.285
C 2.877 -0.450 0.762
C 1.767 -0.813 1.732
H 0.514 0.601 1.203
H 2.666 -0.874 -0.234
H 3.842 -0.850 1.118
H 2.965 0.646 0.667
H 1.678 -1.913 1.824
H 1.985 -0.408 2.739
O 2.262 4.463 2.370
O 0.468 4.305 0.966
C 1.372 4.912 1.600
H 1.385 6.020 1.458
*
```

Summary:
frontier orbital gap: 7.54 eV
highest occupied orbital energy: -0.1446 hartree

These are the Löwdin partial charges, in e, on atoms 1 to 5: atom 1 (O): -0.10, atom 2 (C): -0.11, atom 3 (C): -0.34, atom 4 (H): 0.10, atom 5 (H): 0.07


C | The following is a quantum chemistry calculation of a 2-piece molecular cluster, C3H7O3 overall, from the OMol25 dataset.

The geometry in ORCA input format:
```
! RIJCOSX wB97M-V def2-TZVPD def2/J DEFGRID3
* xyz -1 1
C -1.864 -1.477 -1.178
O -1.138 -0.212 -0.762
H -0.374 -0.496 -0.206
H -1.912 -1.267 -2.258
H -2.829 -1.617 -0.767
H -1.269 -2.341 -1.081
C 1.136 1.699 0.808
C 1.611 0.191 1.115
O 0.748 -0.602 0.803
O 2.760 -0.150 1.556
H 1.689 2.573 1.337
H 0.048 1.877 0.878
H 1.394 1.821 -0.247
*
```

Summary:
frontier orbital gap: 8.24 eV
highest occupied orbital energy: -0.1559 hartree

These are the Löwdin partial charges, in e, on atoms 1 to 5: atom 1 (C): -0.12, atom 2 (O): -0.19, atom 3 (H): -0.03, atom 4 (H): 0.06, atom 5 (H): 0.04


Which one is most stable, and which one is least stable? B is the most stable of them, while A is the least stable.


A | The following is a quantum chemistry calculation of a 2-piece molecular cluster, C3H7O3 overall, from the OMol25 dataset.

The geometry in ORCA input format:
```
! RIJCOSX wB97M-V def2-TZVPD def2/J DEFGRID3
* xyz -1 1
C 1.579 0.915 1.048
C 0.934 1.159 -0.330
O 0.006 2.008 -0.337
O 1.384 0.461 -1.272
H 2.222 0.023 1.066
H 0.822 0.787 1.836
H 2.232 1.716 1.392
C -1.375 -1.293 -0.884
O -2.102 -1.413 0.355
H -2.170 -0.507 0.702
H -0.302 -1.155 -0.722
H -1.473 -2.242 -1.389
H -1.756 -0.459 -1.465
*
```

Summary:
frontier orbital gap: 8.15 eV
highest occupied orbital energy: -0.1509 hartree

These are the Löwdin partial charges, in e, on atoms 1 to 5: atom 1 (C): -0.07, atom 2 (C): -0.81, atom 3 (O): -0.12, atom 4 (O): -0.12, atom 5 (H): 0.05


B | The following is a quantum chemistry calculation of a 2-piece molecular cluster, C3H7O3 overall, from the OMol25 dataset.

The geometry in ORCA input format:
```
! RIJCOSX wB97M-V def2-TZVPD def2/J DEFGRID3
* xyz -1 1
C 0.489 2.350 0.257
O 1.599 1.973 -0.645
H 1.513 0.914 -0.955
H -0.150 2.665 -0.558
H 0.826 3.235 1.024
H 0.326 1.515 0.862
C -0.995 -2.499 0.230
C -0.195 -0.924 -0.177
O -0.419 -0.479 -1.281
O 0.435 -0.525 0.741
H -1.103 -2.629 1.240
H -0.411 -3.253 -0.283
H -1.914 -2.342 -0.453
*
```

Summary:
frontier orbital gap: 8.06 eV
highest occupied orbital energy: -0.1387 hartree

These are the Löwdin partial charges, in e, on atoms 1 to 5: atom 1 (C): -0.16, atom 2 (O): -0.27, atom 3 (H): 0.15, atom 4 (H): 0.06, atom 5 (H): 0.10


C | The following is a quantum chemistry calculation of a 2-piece molecular cluster, C3H7O3 overall, from the OMol25 dataset.

The geometry in ORCA input format:
```
! RIJCOSX wB97M-V def2-TZVPD def2/J DEFGRID3
* xyz -1 1
O -0.851 -1.568 0.924
C -0.736 -0.931 -0.154
O -1.635 -0.665 -0.980
C 0.704 -0.499 -0.544
C 0.720 0.697 -1.513
H 1.120 -1.377 -1.042
H 1.326 -0.353 0.345
H 0.140 0.264 -2.317
H 1.718 0.960 -1.855
H 0.119 1.555 -1.220
H -0.496 0.221 2.222
H -1.438 1.144 3.017
O -0.692 0.552 3.116
*
```

Summary:
frontier orbital gap: 8.31 eV
highest occupied orbital energy: -0.1537 hartree

These are the Löwdin partial charges, in e, on atoms 1 to 5: atom 1 (O): -0.10, atom 2 (C): -0.76, atom 3 (O): -0.08, atom 4 (C): -0.20, atom 5 (C): -0.14


Which one is most stable, and which one is least stable? C is the most stable of them, while B is the least stable.


A | The following is a quantum chemistry calculation of a 2-piece molecular cluster, C3H8O2 overall, from the OMol25 dataset.

The geometry in ORCA input format:
```
! RIJCOSX wB97M-V def2-TZVPD def2/J DEFGRID3
* xyz 0 1
C 1.182 0.371 -2.407
O 1.021 -0.660 -2.978
H 0.673 1.289 -2.735
H 1.833 0.470 -1.528
C -0.543 -0.607 0.222
C -0.176 0.089 1.549
O -1.165 0.834 2.216
H -0.686 0.172 -0.531
H 0.314 -1.229 -0.011
H -1.545 -1.041 0.241
H 0.669 0.742 1.304
H 0.281 -0.649 2.215
H -1.857 0.220 2.443
*
```

Summary:
frontier orbital gap: 11.14 eV
highest occupied orbital energy: -0.3782 hartree
SMILES: C=O.CCO

These are the Löwdin partial charges, in e, on atoms 1 to 5: atom 1 (C): -0.18, atom 2 (O): 0.01, atom 3 (H): 0.08, atom 4 (H): 0.08, atom 5 (C): -0.09


B | The following is a quantum chemistry calculation of an isolated molecule of C3H8O2, from the OMol25 dataset.

The geometry in ORCA input format:
```
! RIJCOSX wB97M-V def2-TZVPD def2/J DEFGRID3
* xyz 0 1
O -0.830 1.459 0.362
C -1.144 0.071 0.258
C -0.138 -0.555 -0.702
C 1.279 -0.561 -0.112
O 1.719 0.734 0.238
H -1.232 1.837 1.151
H -2.178 -0.042 -0.098
H -1.053 -0.420 1.238
H -0.147 0.004 -1.645
H -0.460 -1.579 -0.932
H 1.286 -1.236 0.765
H 1.992 -0.972 -0.839
H 0.907 1.259 0.316
*
```

Summary:
frontier orbital gap: 10.55 eV
highest occupied orbital energy: -0.3597 hartree
SMILES: OCCCO

These are the Löwdin partial charges, in e, on atoms 1 to 5: atom 1 (O): -0.08, atom 2 (C): -0.25, atom 3 (C): -0.17, atom 4 (C): -0.28, atom 5 (O): -0.07


C | The following is a quantum chemistry calculation of an isolated molecule of C3H8O2, from the OMol25 dataset.

The geometry in ORCA input format:
```
! RIJCOSX wB97M-V def2-TZVPD def2/J DEFGRID3
* xyz 0 1
O -0.515 1.280 1.759
C -0.743 1.061 0.398
C 0.280 0.269 -0.406
C 0.041 -1.269 -0.283
O 0.868 -1.958 -1.230
H 0.014 2.074 1.914
H -0.889 2.051 -0.073
H -1.681 0.530 0.199
H 1.308 0.491 -0.113
H 0.311 0.511 -1.472
H -0.955 -1.576 -0.599
H 0.209 -1.520 0.769
H 1.750 -1.943 -0.864
*
```

Summary:
frontier orbital gap: 10.87 eV
highest occupied orbital energy: -0.3665 hartree
SMILES: OCCCO

These are the Löwdin partial charges, in e, on atoms 1 to 5: atom 1 (O): -0.06, atom 2 (C): -0.30, atom 3 (C): -0.17, atom 4 (C): -0.25, atom 5 (O): -0.08


Which one is most stable, and which one is least stable? B is the most stable of them, while A is the least stable.


A | The following is a quantum chemistry calculation of a 2-piece molecular cluster, C3H8O2 overall, from the OMol25 dataset.

The geometry in ORCA input format:
```
! RIJCOSX wB97M-V def2-TZVPD def2/J DEFGRID3
* xyz 0 1
O 1.428 -1.806 0.943
C 1.843 -1.371 -0.073
O 2.831 -0.464 -0.180
H 1.501 -1.624 -1.077
H 3.101 -0.287 0.737
C -1.299 1.013 -0.742
C -1.358 0.374 0.624
H -2.236 0.828 -1.276
H -0.532 0.628 -1.408
H -1.196 2.090 -0.659
H -1.182 -0.703 0.658
H -0.607 0.823 1.282
H -2.294 0.500 1.171
*
```

Summary:
frontier orbital gap: 11.98 eV
highest occupied orbital energy: -0.4091 hartree
SMILES: O=CO.CC

These are the Löwdin partial charges, in e, on atoms 1 to 5: atom 1 (O): 0.08, atom 2 (C): -0.42, atom 3 (O): 0.07, atom 4 (H): 0.14, atom 5 (H): 0.12


B | The following is a quantum chemistry calculation of a 2-piece molecular cluster, C3H8O2 overall, from the OMol25 dataset.

The geometry in ORCA input format:
```
! RIJCOSX wB97M-V def2-TZVPD def2/J DEFGRID3
* xyz 0 1
C 1.130 -0.140 0.734
C -0.106 0.773 1.154
C -1.379 0.153 0.560
O -1.500 -0.867 -0.111
H 0.986 -0.179 -0.441
H 2.034 0.461 1.083
H 1.266 -1.129 1.256
H 0.045 1.679 0.557
H -0.284 1.014 2.181
H -2.295 0.599 1.021
O 0.473 -0.765 -2.530
H -0.014 -0.814 -3.397
H -0.357 -0.784 -2.066
*
```

Summary:
frontier orbital gap: 10.86 eV
highest occupied orbital energy: -0.3677 hartree
SMILES: CCC=O.O

These are the Löwdin partial charges, in e, on atoms 1 to 5: atom 1 (C): -0.10, atom 2 (C): -0.20, atom 3 (C): -0.25, atom 4 (O): 0.02, atom 5 (H): 0.08


Which one is most stable, and which one is least stable? A is the most stable of them, while B is the least stable.


A | The following is a quantum chemistry calculation of a 2-piece molecular cluster, CH5O2 overall, from the OMol25 dataset.

The geometry in ORCA input format:
```
! RIJCOSX wB97M-V def2-TZVPD def2/J DEFGRID3
* xyz -1 1
C -0.122 0.854 0.872
O 0.493 0.474 -0.353
H -0.730 0.057 1.336
H -0.913 1.679 0.825
H 0.651 1.275 1.505
H 0.588 -2.062 -2.018
H 0.158 -0.443 -0.798
O -0.126 -1.833 -1.370
*
```

Summary:
frontier orbital gap: 7.68 eV
highest occupied orbital energy: -0.1150 hartree

These are the Löwdin partial charges, in e, on atoms 1 to 5: atom 1 (C): -0.25, atom 2 (O): -0.24, atom 3 (H): 0.06, atom 4 (H): 0.05, atom 5 (H): 0.04


B | The following is a quantum chemistry calculation of a 2-piece molecular cluster, CH5O2 overall, from the OMol25 dataset.

The geometry in ORCA input format:
```
! RIJCOSX wB97M-V def2-TZVPD def2/J DEFGRID3
* xyz -1 1
C 0.011 -0.679 -0.760
O 0.084 0.666 -0.898
H -0.262 -1.197 0.152
H -0.678 -1.165 -1.471
H 1.011 -1.099 -1.044
H -0.086 0.629 1.922
H 0.013 1.283 0.520
O -0.093 1.562 1.580
*
```

Summary:
frontier orbital gap: 7.62 eV
highest occupied orbital energy: -0.1029 hartree

These are the Löwdin partial charges, in e, on atoms 1 to 5: atom 1 (C): -0.44, atom 2 (O): -0.39, atom 3 (H): 0.02, atom 4 (H): 0.03, atom 5 (H): 0.04


Which one is most stable, and which one is least stable? B is the most stable of them, while A is the least stable.